31
Properties=species:S:1:pos:R:3:forces:R:3 method="wB97M-V/def2-TZVPD" relative_energy_ev=3.5980 orbital_gap_ev=7.88 e_tot_ev=-20041.862
Si -1.6144 0.4022 0.1612 -0.7995 1.2241 1.7330
N -0.8424 -1.1317 0.4526 -0.8019 -0.0034 -0.5183
C 1.4189 -0.3566 -0.1899 -1.1487 -0.7651 1.8769
C 1.1041 1.0369 0.0915 -0.1465 -0.9644 0.0198
C 0.8447 -2.8076 -0.1647 1.3722 1.1422 1.5094
C 0.5086 -1.3190 0.0832 -0.9734 -1.6280 -0.2843
C -1.7395 -2.2873 0.7937 0.6822 0.0700 -2.4315
C 2.7729 -0.8671 -0.5879 -0.1845 1.6197 -0.2434
C -2.9837 0.8757 -1.1256 1.9874 -1.7288 -1.2833
C -0.3750 3.0087 0.2589 -3.4619 -2.0884 -1.4160
C -0.1897 1.4931 0.2715 1.3123 0.5316 -0.3654
C 2.2694 1.9905 0.0427 -1.2862 2.0097 2.1577
H 0.0979 3.4444 1.0330 2.8032 1.8027 1.9508
H 2.5762 -1.5519 -1.3877 0.6857 -0.1777 -0.6764
H -1.2843 -2.9205 1.5262 0.0842 -0.2396 0.5927
H -0.1653 3.2528 -0.7825 0.2046 1.1101 0.3695
H -3.5329 -0.0654 -1.2055 -0.4994 0.2455 -0.1321
H 3.4045 -1.3345 0.1738 -0.2444 0.1487 0.0765
H -2.7094 1.2190 -2.1881 0.0066 -0.5448 1.7206
H 0.4980 -3.3484 0.7570 0.3794 -0.0015 -1.2798
H -1.9227 -2.9286 -0.1465 0.0498 0.8730 1.4143
H -3.5367 1.6033 -0.6211 -1.1170 1.0888 0.6699
H 2.0007 -2.9040 -0.2408 -2.5167 -0.3855 -0.0275
H -1.4023 3.3558 0.5748 0.4123 -0.8040 -1.0111
H 3.2282 0.0515 -0.9334 0.9229 -0.4970 -0.5571
H 1.9896 2.5620 -0.8316 0.6648 0.8311 -0.2797
H -2.6713 -1.8731 1.1575 -0.1589 -0.0487 0.1196
H 0.2863 -3.0494 -1.0772 0.3912 -0.6566 0.2512
H 2.1596 2.6963 0.9900 0.4794 -1.2293 -2.0698
H 3.3023 1.6495 -0.0185 -0.4485 -0.2577 0.0770
H -3.0566 0.9252 2.1395 1.3494 -0.6765 -1.9631